# 1
Below is 2 unconnected molecules or ions with the total composition C5H17N3 at a distorted geometry, with properties calculated with ωB97M-V/def2-TZVPD.

As for the spin multiplicity: 1. The total energy is -9911.285 eV. As for the energy relative to the best compared isomer or geometry (same formula, charge and spin): 77.8 kcal/mol. The net charge is +2. For the gap between HOMO and LUMO, the calculation gives 9.211 eV.

```
25
Properties=species:S:1:pos:R:3:forces:R:3
C 1.74902 1.42432 0.16164 1.0 -3.2 1.0
C -1.61028 -0.06269 -1.41970 -3.8 4.9 -0.7
C 0.46818 -0.63927 0.50977 -2.8 -2.3 -2.8
C 1.55668 -0.05839 -0.32412 0.2 2.1 3.8
C -1.67395 0.07195 0.05396 2.9 0.2 0.3
N -1.85580 1.35351 0.55081 -0.6 -1.5 1.0
N 2.93438 -0.77946 0.02145 -2.4 1.4 -2.4
N -2.60579 -1.00600 0.70224 1.3 1.2 -1.8
H 2.52280 1.80838 -0.41165 1.7 1.4 -0.4
H 0.90898 1.91972 -0.04700 -3.4 2.1 -1.5
H 1.74503 1.59215 1.27611 1.0 -0.8 -1.0
H -1.08732 0.77657 -1.92348 0.6 -0.8 0.7
H -1.29554 -0.97584 -1.63260 1.5 -3.9 -1.7
H -2.63475 0.16741 -1.94950 1.2 -0.9 1.2
H 0.46515 -0.32907 1.47822 0.1 0.5 2.9
H 0.37321 -1.74159 0.30463 -0.2 0.9 0.7
H 1.33116 -0.26547 -1.31354 0.2 0.2 -2.2
H -2.39799 1.93596 -0.06963 -0.1 0.4 -0.1
H -2.25102 1.32726 1.49822 0.4 0.7 -0.4
H 3.68590 -0.23416 -0.36863 0.7 0.7 0.5
H 2.92270 -1.57817 -0.57730 0.2 -1.7 0.5
H 2.89760 -0.85038 1.00898 0.8 -0.8 1.2
H -2.46557 -1.12585 1.67159 1.3 -1.2 1.5
H -2.60659 -1.80934 0.07932 0.1 -0.7 0.6
H -3.53469 -0.67873 0.76342 -1.9 0.9 -0.9
```
Forces are in eV/Å.



# 2
Below is a molecular structure, C5H17N3O at a distorted geometry, with properties calculated with ωB97M-V/def2-TZVPD.

As for the spin multiplicity: 1. The total energy is -11978.004 eV. As for the energy relative to the best compared isomer or geometry (same formula, charge and spin): 22.4 kcal/mol. For the gap between HOMO and LUMO, the calculation gives 9.438 eV.

```
26
Properties=species:S:1:pos:R:3:forces:R:3
C -1.63116 0.27223 0.30149 0.0 0.2 0.4
C -2.60086 -0.90359 0.27948 0.2 0.0 -0.1
C -2.30350 1.60576 -0.02386 0.2 -0.1 -0.1
N -0.68675 0.00003 -1.30237 1.1 0.3 0.4
O -0.73557 0.27434 1.19948 -0.3 -0.1 0.0
H 0.84286 0.97265 0.59454 0.3 0.2 -0.3
H -1.12945 0.34570 -2.14705 0.2 0.1 0.0
H -0.53740 -0.99874 -1.40061 -0.1 -0.1 0.0
H -1.54973 2.37614 -0.17964 0.0 0.0 0.0
H -3.16955 -0.95014 -0.64802 -0.1 0.0 0.0
H -2.05483 -1.83340 0.42999 0.0 0.0 0.0
H -3.29418 -0.78645 1.11276 0.0 0.0 0.0
H -2.94847 1.54157 -0.89905 -0.1 0.0 0.0
H -2.90852 1.89494 0.83589 0.0 0.0 0.0
C 2.71277 0.29581 -0.00399 0.0 -0.2 0.0
C 2.38206 -1.20722 -0.00263 0.2 0.3 0.0
N 1.49774 1.09566 -0.20679 0.1 0.1 0.6
N 1.54465 -1.68452 1.08156 -0.1 0.1 0.1
H 2.01620 -1.56432 1.97194 -0.1 0.0 0.0
H 1.72447 2.08313 -0.27388 0.0 -0.1 0.0
H 0.32544 0.47828 -1.03694 -1.7 -0.5 -0.8
H 0.66957 -1.15980 1.12970 0.0 0.0 0.1
H 3.40759 0.51057 -0.82211 0.0 0.0 0.1
H 3.21345 0.55452 0.94088 0.0 0.0 -0.1
H 3.32604 -1.76088 0.01695 -0.1 0.0 -0.1
H 1.88713 -1.45226 -0.94772 0.1 0.0 0.0
```
Forces are in eV/Å.



# 3
Below is 3 unconnected molecules or ions with the total composition C5H17N3O2 at a distorted geometry, with properties calculated with ωB97M-V/def2-TZVPD.

As for the spin multiplicity: 1. The total energy is -14025.904 eV. As for the energy relative to the best compared isomer or geometry (same formula, charge and spin): 1.3 kcal/mol. Its SMILES is [H]/N=C(\N)NCCCC.O.O. For the gap between HOMO and LUMO, the calculation gives 10.207 eV.

```
27
Properties=species:S:1:pos:R:3:forces:R:3
C -0.04056 1.47690 -2.19970 -0.6 0.4 -0.5
C 0.20685 2.41454 -1.02715 1.3 0.8 0.1
C 0.97410 1.83908 0.20600 -1.0 -0.2 0.2
C 0.71395 0.36189 0.37312 0.5 -1.1 -0.8
N -0.70668 0.07941 0.68179 0.6 1.0 0.2
C -1.20834 -1.13614 0.24196 -0.2 -1.4 0.7
N -0.55070 -2.23910 0.84793 0.5 0.7 -0.5
N -2.15678 -1.20891 -0.57387 -1.0 1.3 -0.4
H -0.92258 0.84868 -2.05615 0.5 -0.6 0.1
H -0.27716 2.03288 -3.11464 -0.1 0.4 0.3
H 0.88289 0.98010 -2.49657 -0.2 -0.6 0.3
H 0.87266 3.17690 -1.45790 -0.3 0.2 0.4
H -0.66857 2.94315 -0.65442 -0.3 -0.1 -0.4
H 0.61642 2.28996 1.14404 0.1 0.3 -0.3
H 2.03298 2.06562 0.15115 0.2 -0.3 -0.1
H 0.92868 -0.14241 -0.57628 0.1 0.1 -0.1
H 1.41949 -0.11537 1.06324 -0.4 0.3 0.5
H -1.28547 0.87396 0.41550 0.0 -0.6 -0.3
H 0.15853 -1.97596 1.50999 0.0 -0.1 0.4
H -1.07550 -3.04782 1.11874 -0.3 -0.1 -0.2
H -2.67642 -2.04979 -0.75228 0.5 -0.6 0.2
H -0.93581 -0.90321 2.98414 0.2 0.4 0.3
H -0.38639 0.37479 3.65323 -0.1 -1.1 0.0
O -0.39880 -0.60658 3.73817 -0.1 0.8 -0.2
H 2.25007 -2.77675 -0.96536 1.3 0.0 0.5
H 0.77013 -2.70809 -0.78346 0.3 -0.2 -0.7
O 1.46301 -2.84774 -1.47124 -1.7 0.1 0.1
```
Forces are in eV/Å.



# 4
Below is 4 unconnected molecules or ions with the total composition C5H17NO2 at a distorted geometry, with properties calculated with ωB97M-V/def2-TZVPD.

As for the spin multiplicity: 1. The total energy is -11039.934 eV. As for the energy relative to the best compared isomer or geometry (same formula, charge and spin): 145.8 kcal/mol. For the gap between HOMO and LUMO, the calculation gives 6.516 eV.

```
25
Properties=species:S:1:pos:R:3:forces:R:3
C -0.80648 0.90966 -1.65323 1.1 1.4 2.6
C 0.26079 1.22492 -0.38827 -1.1 -2.2 -3.1
C -0.19382 0.66869 0.99331 0.7 2.4 -0.6
C 0.95986 1.04863 1.94437 1.5 0.8 -2.6
C -1.47078 1.31849 1.54674 -1.0 0.5 0.7
N -1.02322 -0.47976 -2.00771 0.0 -0.8 1.3
H -0.33795 1.36113 -2.52864 -0.4 0.5 0.2
H -1.72618 1.46343 -1.31423 0.5 -0.6 -0.9
H 1.11700 0.59862 -0.73002 -0.2 0.7 0.6
H 0.53911 2.28017 -0.54320 -0.3 -0.2 0.9
H -0.20872 -0.41519 0.86451 -0.3 -0.1 0.4
H 1.91402 0.78247 1.39301 -0.8 -0.1 1.0
H 0.92126 0.59797 2.89069 -0.1 -0.6 1.3
H 1.04886 2.16266 2.01387 -0.5 -0.8 0.2
H -1.56241 1.09756 2.63290 0.4 0.5 -0.4
H -2.45853 0.95684 1.22469 0.3 -0.2 -0.7
H -1.50952 2.44536 1.38198 0.4 -1.4 0.3
H -0.69212 -1.20080 -1.32249 0.3 0.9 -1.1
H -0.57553 -0.65784 -2.89874 -0.3 -0.4 0.2
H 1.43734 -1.61721 -0.04912 0.2 0.4 0.3
H 2.16121 -2.18103 -1.15406 0.6 0.6 0.0
O 2.26784 -1.43264 -0.53430 -0.6 -1.0 -0.4
H -0.28146 -3.36006 0.48566 -0.8 0.6 0.0
H -1.59365 -1.14215 0.06317 2.2 -2.7 0.1
O -0.19418 -2.44792 0.15082 -1.7 1.9 -0.2
```
Forces are in eV/Å.



# 5
Below is 3 unconnected molecules or ions with the total composition C5H17NO2 at a distorted geometry, with properties calculated with ωB97M-V/def2-TZVPD.

As for the spin multiplicity: 1. The total energy is -11045.079 eV. As for the energy relative to the best compared isomer or geometry (same formula, charge and spin): 27.2 kcal/mol. Its SMILES is CC(C)CCN.O.O. For the gap between HOMO and LUMO, the calculation gives 9.970 eV.

```
25
Properties=species:S:1:pos:R:3:forces:R:3
C -1.32464 -0.26750 -0.76133 -1.1 -1.8 0.2
C -1.12189 0.35329 0.62166 3.0 0.1 -0.6
C 0.02834 1.38037 0.54258 1.6 1.2 -0.2
C 0.68646 1.76770 1.89206 -1.1 0.4 1.1
C -0.31240 2.68220 -0.21575 -0.6 0.2 0.2
N -0.27113 -0.99162 -1.46430 0.8 0.6 -0.1
H -2.01139 -1.13084 -0.64514 -0.6 1.0 0.0
H -1.74473 0.49039 -1.41896 -0.1 -0.2 -0.2
H -0.65096 -0.40306 1.26988 -0.9 -0.1 0.2
H -2.01253 0.79070 1.04807 -0.3 -0.1 0.1
H 0.90126 0.96966 0.02455 -0.5 -0.6 -0.5
H 0.62786 2.85238 2.01616 0.2 0.0 0.0
H 0.12733 1.37382 2.75725 0.0 0.0 -0.3
H 1.72248 1.48058 2.08278 0.0 -0.2 -0.5
H 0.50066 3.36705 -0.49501 0.3 -0.5 0.5
H -0.83715 2.53198 -1.15493 -0.3 -0.3 -0.1
H -0.96642 3.25485 0.44725 -0.2 0.2 -0.2
H 0.48464 -0.44540 -1.85771 0.0 0.1 0.2
H 0.10785 -1.80802 -0.99513 -0.2 0.3 0.0
H 0.23169 -4.11215 -1.50183 0.2 -0.2 -0.4
H 0.43949 -4.94568 -2.83482 -0.3 0.4 0.8
O -0.19946 -4.69093 -2.14220 0.1 -0.3 -0.4
H 1.08432 -1.59371 0.91987 0.8 -0.3 0.3
H 2.48910 -1.06099 0.78695 0.3 0.2 0.0
O 2.02123 -1.84507 1.07806 -1.1 0.1 -0.2
```
Forces are in eV/Å.



# 6
Below is 3 unconnected molecules or ions with the total composition C5H17NO2 at a distorted geometry, with properties calculated with ωB97M-V/def2-TZVPD.

As for the spin multiplicity: 2. The total energy is -11034.578 eV. As for the energy relative to the best compared isomer or geometry (same formula, charge and spin): 70.1 kcal/mol. The net charge is +1. For the gap between HOMO and LUMO (alpha / beta), the calculation gives 11.500 / 6.585 eV.

```
25
Properties=species:S:1:pos:R:3:forces:R:3
C -0.89011 0.72212 0.51551 -0.6 3.8 0.0
C -1.43591 0.85137 1.97810 -0.1 1.4 -0.1
C 0.63369 0.46556 0.40528 -3.0 1.3 -1.7
N 0.74688 -0.87258 0.98315 2.7 -1.5 -4.7
C -0.11928 -2.02348 0.36010 -1.6 1.0 3.7
C 2.18952 -1.23708 1.08456 0.8 0.4 3.1
H -1.11871 1.79317 0.10916 0.9 -1.9 0.4
H -1.50909 0.12137 -0.12964 0.1 -0.6 -0.1
H -0.81545 0.41558 2.77458 0.1 0.1 -0.4
H -1.47855 2.00567 2.13286 -0.3 -2.3 0.4
H -2.43241 0.37830 2.09477 0.5 0.6 -0.2
H 1.20222 1.30613 0.85759 -0.1 -1.1 0.5
H 0.91358 0.69114 -0.79162 -0.3 -1.7 2.7
H -0.87178 -1.63209 -0.32618 0.5 0.0 0.0
H -0.73794 -2.53393 1.23962 1.4 1.1 -1.7
H 0.54434 -2.75297 -0.02659 0.7 -0.5 -0.4
H 2.31736 -1.95868 1.96530 -0.2 0.5 -1.5
H 2.75434 -1.58415 0.16568 -1.3 0.2 0.7
H 2.68034 -0.29498 1.45795 -0.2 -1.0 -0.6
H -1.38927 2.47412 -2.61841 4.5 -4.7 -5.5
H -2.12862 2.37102 -1.32712 0.1 0.4 -0.9
O -1.85051 2.93440 -2.07176 -4.8 4.4 6.2
H 0.57555 -0.06558 -4.10107 -1.1 0.6 -0.7
H 0.93940 -1.06286 -3.05509 -1.7 -2.6 2.5
O 1.28043 -0.51156 -3.67672 2.8 2.0 -1.8
```
Forces are in eV/Å.



energy relative to the best compared isomer or geometry (same formula, charge and spin) of number 2 (C5H17N3O)? 22.4 kcal/mol



energy relative to the best compared isomer or geometry (same formula, charge and spin) of number 4 (C5H17NO2)? 145.8 kcal/mol



Which formula does entry 4 have? C5H17NO2



What is the energy relative to the best compared isomer or geometry (same formula, charge and spin) in the sixth record? 70.1 kcal/mol